(1)
A 2-piece molecular cluster, C11H15NSi overall at a distorted geometry, computed with the ωB97M-V functional and the def2-TZVPD basis.

Atoms and positions in Å:
C: -0.922 2.406 -1.303
C: 1.864 -2.185 -2.754
C: 0.573 -2.435 -2.318
C: 2.484 -0.993 -2.422
C: -0.092 -1.497 -1.552
C: 1.817 -0.056 -1.653
C: 0.518 -0.292 -1.208
C: -2.416 -0.855 3.022
C: 1.919 2.858 1.052
C: -1.297 -0.167 2.250
C: -1.805 0.403 0.925
N: -1.179 3.312 -1.960
Si: -0.408 1.002 -0.206
H: 2.377 -2.924 -3.354
H: 0.083 -3.361 -2.584
H: 3.489 -0.793 -2.762
H: -1.103 -1.706 -1.230
H: 2.302 0.872 -1.391
H: -3.250 -0.172 3.184
H: -2.785 -1.717 2.469
H: -2.062 -1.198 3.991
H: 2.482 2.128 1.598
H: 2.337 3.217 0.135
H: 1.327 3.547 1.619
H: -0.875 0.641 2.850
H: -0.497 -0.889 2.064
H: -2.498 1.224 1.127
H: -2.385 -0.370 0.410

**Orbital gap (spin up / spin down)**: 8.2 / 7.5 eV
**Relative energy (zero: lowest compared OMol25 entry of this formula, charge and spin)**: 2.8918 eV
**Spin multiplicity**: 1
**Energy**: -772.29791 hartree

Table of Löwdin atomic charges, one value per atom, all in e: C -0.3290; C -0.0824; C -0.0859; C -0.0810; C -0.1056; C -0.1076; C -0.3109; C -0.1194; C 0.0397; C -0.3415; C -0.3155; N 0.0635; Si 0.8142; H 0.1040; H 0.1038; H 0.1043; H 0.0947; H 0.0893; H 0.0743; H 0.0720; H 0.0691; H -0.0341; H -0.0316; H -0.0333; H 0.1003; H 0.0987; H 0.0780; H 0.0718

(2)
One molecule with the formula C11H15O6PS at a distorted geometry, computed with the ωB97M-V functional and the def2-TZVPD basis.

Atoms and positions in Å:
O: -2.804 -3.777 1.631
S: -2.149 -3.209 0.491
O: -0.832 -4.150 0.247
C: 0.395 -3.438 0.031
C: 0.325 -2.414 -1.099
C: 0.173 -0.963 -0.590
P: 0.306 0.079 -2.092
O: 0.707 -0.686 -3.277
O: -1.096 0.812 -2.267
O: 1.377 1.233 -1.776
C: -1.185 -0.815 0.120
C: -1.447 0.489 0.911
C: -0.344 1.504 0.982
C: 0.797 1.304 1.754
C: 1.787 2.277 1.812
C: 1.657 3.471 1.105
C: 0.519 3.692 0.347
C: -0.468 2.714 0.294
O: -1.380 -1.878 1.085
H: 0.746 -3.005 0.961
H: 1.104 -4.209 -0.247
H: -0.488 -2.620 -1.785
H: 1.233 -2.500 -1.680
H: 0.993 -0.727 0.080
H: -0.991 1.487 -2.952
H: 2.061 0.894 -1.191
H: -1.955 -0.939 -0.639
H: -1.731 0.184 1.912
H: -2.326 0.963 0.488
H: 0.902 0.380 2.304
H: 2.674 2.137 2.410
H: 2.425 4.226 1.142
H: 0.369 4.599 -0.212
H: -1.352 2.888 -0.298

**Orbital gap**: 10.0 eV
**Relative energy (zero: lowest compared OMol25 entry of this formula, charge and spin)**: 0.1755 eV
**Spin multiplicity**: 1
**Energy**: -1619.21729 hartree

Table of Löwdin atomic charges, one value per atom, all in e: O -0.3676; S 0.9506; O -0.3129; C -0.2148; C -0.1682; C -0.2602; P 0.4691; O -0.2593; O -0.0955; O -0.1121; C -0.3447; C -0.0692; C -0.2426; C -0.0505; C -0.0787; C -0.0865; C -0.0765; C -0.0539; O -0.3125; H 0.1218; H 0.1248; H 0.1235; H 0.1117; H 0.1177; H 0.1020; H 0.0832; H 0.1221; H 0.1290; H 0.1196; H 0.1191; H 0.1000; H 0.0996; H 0.1028; H 0.1093

(3)
One molecule with the formula C11H15OP at a distorted geometry, computed with the ωB97M-V functional and the def2-TZVPD basis.

Atoms and positions in Å:
C: -0.868 0.850 0.443
C: 0.294 0.313 -2.038
C: 1.896 -1.319 1.257
C: -1.021 1.723 -0.530
C: 0.682 -0.763 1.490
C: 0.699 -0.391 -0.994
C: -0.911 1.097 -1.938
C: -0.212 -0.497 0.269
C: -1.399 3.202 -0.359
C: 0.250 -0.422 2.862
C: 2.054 -3.031 -1.239
O: 3.466 -0.755 -1.158
P: 2.224 -1.294 -0.592
H: -1.004 1.131 1.515
H: 0.956 0.106 -2.836
H: 2.622 -1.477 1.950
H: -1.036 1.873 -2.659
H: -1.705 0.454 -2.039
H: -0.916 -1.279 0.106
H: -0.890 3.711 -1.158
H: -1.146 3.503 0.746
H: -2.423 3.121 -0.460
H: 0.821 -1.017 3.675
H: -0.833 -0.635 3.059
H: 0.369 0.683 3.048
H: 2.214 -3.732 -0.484
H: 1.109 -3.139 -1.678
H: 3.032 -3.167 -1.953

**Orbital gap**: 10.0 eV
**SMILES**: CC1=C[C@@H]2C(C)=C[P@](C)(=O)C2=CC1
**Relative energy (zero: lowest compared OMol25 entry of this formula, charge and spin)**: 0.5176 eV
**Spin multiplicity**: 1
**Energy**: -844.67042 hartree

Table of Löwdin atomic charges, one value per atom, all in e: C -0.0490; C -0.0666; C -0.0604; C -0.2483; C -0.3116; C -0.2244; C -0.1288; C -0.2312; C -0.0248; C -0.0855; C -0.1570; O -0.3669; P 0.6744; H 0.1086; H 0.1103; H 0.0451; H 0.1108; H 0.1017; H 0.1431; H 0.0710; H 0.1218; H 0.0455; H 0.1115; H 0.0933; H 0.0972; H -0.0008; H 0.0091; H 0.1118

(4)
A 2-piece molecular cluster, C11H15OP overall at a distorted geometry, computed with the ωB97M-V functional and the def2-TZVPD basis.

Atoms and positions in Å:
C: 0.703 2.417 -3.549
C: 1.136 1.232 -4.081
C: -0.275 2.545 -2.630
C: 0.607 0.059 -3.750
C: -0.814 1.335 -2.258
C: -0.384 0.112 -2.782
C: 0.363 -2.605 -0.047
C: 0.346 1.154 2.895
C: -0.356 -1.855 1.057
C: -0.666 0.708 1.816
C: -0.167 -0.329 0.819
O: -2.895 -0.624 -1.612
P: -1.584 -0.067 -1.358
H: 1.158 3.281 -4.059
H: 1.961 1.264 -4.718
H: -0.455 3.608 -2.328
H: 0.824 -0.892 -4.212
H: 1.422 -2.384 -0.050
H: 0.276 -3.705 0.361
H: -0.090 -2.335 -0.954
H: 1.373 1.091 2.370
H: -0.052 2.169 3.327
H: 0.330 0.392 3.683
H: 0.043 -2.171 2.025
H: -1.500 -1.998 0.852
H: -1.526 0.465 2.329
H: -0.997 1.660 1.259
H: 0.733 0.019 0.419

**Orbital gap (spin up / spin down)**: 8.0 / 8.0 eV
**Relative energy (zero: lowest compared OMol25 entry of this formula, charge and spin)**: 3.3127 eV
**Spin multiplicity**: 1
**Energy**: -844.56770 hartree

Table of Löwdin atomic charges, one value per atom, all in e: C -0.1175; C -0.1131; C -0.0860; C -0.0850; C -0.2716; C -0.2265; C -0.1353; C -0.1107; C -0.2855; C -0.3089; C -0.1369; O -0.3869; P 0.8427; H 0.1180; H 0.0937; H 0.1227; H 0.1063; H 0.0680; H 0.1173; H 0.0207; H 0.0950; H 0.1096; H 0.0592; H 0.1087; H 0.1376; H 0.0692; H 0.1229; H 0.0721

Q: relative energy (zero: lowest compared OMol25 entry of this formula, charge and spin) of number 3 (C11H15OP)?
A: 0.5176 eV

Q: Which of these has the lowest energy?
A: C11H15O6PS

Q: Look up the relative energy (zero: lowest compared OMol25 entry of this formula, charge and spin) of the first one.
A: 2.8918 eV

Q: Among the records above, which one has the lowest energy?
A: C11H15O6PS